1.
The following is a quantum chemistry calculation of a structure of composition C16H14F2N2OPdSTe4, from the OMol25 dataset.

The geometry in XYZ format:
```
41
Properties=species:S:1:pos:R:3
Pd -1.27720 0.88899 0.20178
S 2.61870 -0.70087 -2.02354
C 1.42736 -1.48333 -3.00991
C 1.59997 -2.40152 -4.04237
C 0.47093 -2.87486 -4.68062
C -0.80804 -2.44451 -4.30326
C -0.97840 -1.53576 -3.28086
C 0.15346 -1.05121 -2.62631
N 0.14595 -0.14314 -1.58448
C 1.33743 0.12889 -1.17577
C 1.59558 1.11295 -0.10815
C 2.89636 1.39199 0.30708
C 3.13399 2.34805 1.28159
C 2.06634 3.05166 1.82168
C 0.76556 2.77028 1.41332
C 0.50595 1.78456 0.46763
H 2.58604 -2.73327 -4.33787
H 0.57660 -3.58839 -5.48684
H -1.67300 -2.83223 -4.82442
H -1.95787 -1.18847 -2.97878
H 3.73168 0.85938 -0.13339
H 4.14585 2.55275 1.60476
H 2.24151 3.81625 2.56844
H -0.05430 3.33116 1.84775
Te -3.81266 -0.29861 0.71936
Te -5.05021 -1.48975 2.85461
Te -4.33534 0.54362 4.54702
Te -2.54795 1.51788 2.57768
F -2.79648 3.23699 -0.28363
C -1.91101 2.39948 -0.89808
F -2.61804 1.77316 -1.90721
H -1.14243 3.01326 -1.36721
C -0.74034 -2.16839 3.26860
C -0.10703 -1.09923 2.42959
N 0.81780 -0.32278 3.01159
O -0.44948 -0.94161 1.25352
H -0.17374 -2.39999 4.16870
H -0.87199 -3.06220 2.66340
H -1.73343 -1.80833 3.55339
H 1.03483 -0.42190 3.98647
H 1.18708 0.46907 2.50470
```

Results
HOMO level: -6.77 eV
Total charge: 0
ΔE to the lowest compared entry with this formula, charge and spin: 1.513 eV
E: -2600.76059 a.u.
Orbital gap: 5.03 eV

---

2.
The following is a quantum chemistry calculation of an isolated molecule of C16H14F6N2O2S in a non-equilibrium geometry, from the OMol25 dataset.

The geometry in XYZ format:
```
41
Properties=species:S:1:pos:R:3
O 1.88003 -0.70318 1.72470
F -5.78705 -3.09859 1.60102
F -4.98537 -1.03442 1.67691
F -5.53047 -1.95122 -0.25797
F -4.32610 -5.02145 0.23244
F -2.22434 -4.60214 -0.20187
F -3.72850 -3.64114 -1.38736
N -1.39118 0.02048 -0.59770
O -3.10921 -3.16624 2.23183
S -0.78660 -1.69723 1.17362
C 1.97094 0.15894 0.84684
C -0.35076 -0.35669 0.11863
C -2.48879 -0.82970 -0.47283
C -2.42930 -1.78401 0.48847
C 1.20711 3.22358 -3.10078
C 0.52919 3.54781 -1.90819
C 1.69103 1.92639 -3.28541
C 0.43381 2.59780 -0.87366
C 1.61559 0.96701 -2.27083
C 0.95363 1.31830 -1.06337
N 0.88555 0.36173 -0.02545
C 4.57183 0.30932 1.20753
C 3.17437 2.14812 1.89639
C -4.96325 -2.20823 0.96092
C -3.48049 -3.99553 -0.10868
C 3.24597 1.05292 0.86323
C -3.49491 -2.77100 0.90328
H -2.86467 -2.35777 2.68566
H -3.36304 -0.65035 -1.06307
H 1.32002 4.01851 -3.84442
H 0.11305 4.54250 -1.78762
H 2.25053 1.67303 -4.19883
H -0.02768 2.84072 0.06609
H 1.98574 -0.05038 -2.37816
H 5.41051 0.99974 1.36976
H 4.86270 -0.28168 0.34229
H 4.44258 -0.30814 2.09289
H 2.32456 2.80322 1.64934
H 4.10699 2.74704 1.92081
H 2.99628 1.74552 2.88696
H 3.35970 1.50642 -0.11340
```

Results
HOMO level: -9.28 eV
Total charge: 0
ΔE to the lowest compared entry with this formula, charge and spin: 0.430 eV
E: -1875.49193 a.u.
Orbital gap: 9.64 eV

---

3.
The following is a quantum chemistry calculation of an isolated molecule of C16H14F6N2O4S, from the OMol25 dataset.

The geometry in XYZ format:
```
43
Properties=species:S:1:pos:R:3
O -2.40136 -1.29717 2.37495
S -1.27468 -1.45624 1.51041
O -0.05962 -1.96303 2.07519
N -1.78403 -2.48741 0.30215
H -2.78912 -2.43021 0.24090
C -1.13180 -2.45842 -0.99491
C 0.36046 -2.35322 -0.84046
N 0.93372 -1.32421 -1.44838
C 2.24476 -1.17678 -1.34071
C 3.04738 -2.03473 -0.60726
C 2.44499 -3.11234 0.02773
C 1.07848 -3.28457 -0.09805
H 0.56656 -4.10325 0.37872
H 3.03368 -3.80598 0.60900
H 4.11222 -1.87047 -0.53916
H 2.65812 -0.32626 -1.86854
H -1.46682 -1.61302 -1.61022
H -1.38335 -3.39133 -1.51273
C -0.85623 0.09434 0.70520
C 0.42811 0.56688 0.86736
C 0.81660 1.72902 0.21577
C -0.11638 2.40835 -0.56476
C -1.40679 1.93695 -0.70802
C -1.78954 0.75654 -0.07713
O -3.01693 0.14691 -0.18186
C -4.08743 0.84323 -0.74796
C -4.53948 2.06026 0.09017
F -5.84738 2.00103 0.36691
F -4.35323 3.21469 -0.57522
F -3.88968 2.17013 1.24365
H -4.91708 0.13062 -0.77425
H -3.87202 1.18854 -1.76846
H -2.09229 2.50060 -1.31992
H 0.19045 3.31431 -1.06144
O 2.06872 2.26981 0.27176
C 3.05969 1.57179 0.97794
C 4.39763 2.21367 0.61726
F 5.40263 1.59292 1.25455
F 4.46254 3.50176 0.95057
F 4.65973 2.12651 -0.68948
H 2.92210 1.64931 2.06522
H 3.10837 0.51461 0.68354
H 1.07829 -0.01410 1.50000
```

Results
HOMO level: -8.90 eV
Total charge: 0
ΔE to the lowest compared entry with this formula, charge and spin: 0.311 eV
E: -2025.96698 a.u.
Orbital gap: 9.20 eV

---

4.
The following is a quantum chemistry calculation of a structure of composition C16H14MnN4O3, from the OMol25 dataset.

The geometry in XYZ format:
```
38
Properties=species:S:1:pos:R:3
Mn -0.26855 -0.07278 0.59750
N 1.11594 0.44280 2.27355
C 2.35706 0.90733 1.61206
C 2.54087 0.17812 0.28071
O 3.64680 -0.13190 -0.09707
N 1.36935 -0.08899 -0.38893
C 1.39354 -1.28528 -1.22982
C 0.72490 -2.40237 -0.43813
O 0.79616 -3.57437 -0.62596
O -0.06300 -1.89350 0.57203
H 0.86323 1.05911 3.03894
H 1.29010 -0.46852 2.69276
H 3.24617 0.73126 2.21446
H 2.28624 1.98238 1.44279
H 2.40948 -1.55228 -1.51647
H 0.82060 -1.12208 -2.14612
C -4.34222 -1.65253 0.39523
C -2.95580 -1.54738 0.57783
N -2.33265 -0.38486 0.48541
C -3.04551 0.72956 0.18593
C -4.42264 0.71734 -0.01224
C -5.07175 -0.52815 0.10809
C -5.09281 1.94917 -0.32916
C -4.40068 3.10272 -0.44908
C -2.97433 3.13129 -0.27150
C -2.19069 4.29245 -0.41033
C -0.83043 4.21763 -0.25033
C -0.24676 2.98212 0.05298
N -0.95924 1.87982 0.20848
C -2.30603 1.94940 0.04387
H -4.81172 -2.62116 0.48380
H -2.32994 -2.40240 0.79912
H -6.14322 -0.58775 -0.03640
H -6.16465 1.93224 -0.47504
H -4.90722 4.02779 -0.69023
H -2.66633 5.23467 -0.65216
H -0.19942 5.08672 -0.36404
H 0.82626 2.88498 0.14698
```

Results
HOMO level (spin up / spin down): -12.09 / -12.33 eV
⟨S²⟩: 6.076
Multiplicity: 5
Total charge: +1
ΔE to the lowest compared entry with this formula, charge and spin: 0.000 eV
E: -2213.75353 a.u.
Orbital gap (spin up / spin down): 7.85 / 7.81 eV

---

5.
The following is a quantum chemistry calculation of an isolated molecule of C16H14N2O3, from the OMol25 dataset.

The geometry in XYZ format:
```
35
Properties=species:S:1:pos:R:3
C -1.39903 1.10971 3.79531
C -0.74580 2.17352 2.93173
H -0.02976 2.77130 3.50692
H -1.48959 2.85564 2.50395
O -0.05698 1.51026 1.87555
C 0.59508 2.26602 1.00764
N 0.56351 3.58448 1.15494
C 1.19261 4.34645 0.27630
C 1.88535 3.84622 -0.81164
C 1.93255 2.47025 -0.97331
C 1.29059 1.64451 -0.05961
C 1.33702 0.17325 -0.17728
O 1.06142 -0.61787 0.68637
O 1.74918 -0.20689 -1.40771
C 1.81631 -1.61339 -1.61470
C 0.45727 -2.26148 -1.57940
C -0.63144 -1.61364 -2.15304
C -1.88549 -2.18827 -2.12267
C -2.05947 -3.43326 -1.51792
C -0.96988 -4.08884 -0.94432
C 0.27791 -3.49949 -0.97500
H 1.11886 -3.99956 -0.51866
H -1.11261 -5.04943 -0.47199
C -3.34106 -4.02923 -1.48634
N -4.38038 -4.51282 -1.46605
H -2.73281 -1.68349 -2.56280
H -0.49074 -0.64792 -2.61677
H 2.46418 -2.06338 -0.85430
H 2.27423 -1.72827 -2.60202
H 2.47099 2.02658 -1.79663
H 2.37910 4.50676 -1.50547
H 1.12882 5.40962 0.46706
H -1.92031 1.57733 4.62560
H -0.64291 0.43166 4.18047
H -2.10673 0.53368 3.20581
```

Results
HOMO level: -9.18 eV
Total charge: 0
ΔE to the lowest compared entry with this formula, charge and spin: 1.183 eV
E: -953.34558 a.u.
Orbital gap: 9.40 eV

---

6.
The following is a quantum chemistry calculation of an isolated molecule of C16H14N4O3S2 in a non-equilibrium geometry, from the OMol25 dataset.

The geometry in XYZ format:
```
39
Properties=species:S:1:pos:R:3
O 0.09815 4.27626 0.84977
C -0.50090 3.48442 1.53667
N 0.03356 2.64687 2.45134
C 1.37917 2.46837 2.80229
C 1.66321 1.54263 3.80351
C 2.96891 1.32460 4.19878
C 4.00268 2.02580 3.60041
C 3.71969 2.94398 2.60372
C 2.41630 3.17126 2.19942
H 2.19756 3.88530 1.42373
H 4.52110 3.49268 2.13229
H 5.02260 1.85551 3.91009
H 3.17858 0.60512 4.97624
H 0.85650 0.99485 4.27150
H -0.61425 2.05581 2.96044
C -2.03076 3.42568 1.43971
H -2.44721 4.23641 2.04034
H -2.31521 3.56883 0.39796
S -2.82866 1.90909 2.04679
C -2.47434 0.87753 0.71191
N -1.87496 1.18687 -0.39351
N -1.85806 0.06445 -1.14096
C -2.43773 -0.86692 -0.46220
O -2.86444 -0.41706 0.74611
C -2.67930 -2.26816 -0.88860
N -2.03814 -2.54473 -2.14477
C -1.02472 -3.45577 -2.21299
O -0.73754 -4.17877 -1.27796
C -0.34414 -3.54395 -3.50791
C 0.67163 -4.41155 -3.80947
C 1.13922 -4.27536 -5.12908
C 0.47671 -3.30769 -5.81810
S -0.72993 -2.54247 -4.87212
H 0.62355 -2.99356 -6.83270
H 1.93149 -4.86816 -5.54913
H 1.05388 -5.11512 -3.09267
H -2.12974 -1.84452 -2.86474
H -3.76219 -2.44168 -0.95413
H -2.26230 -2.96685 -0.15200
```

Results
HOMO level: -8.64 eV
Total charge: 0
ΔE to the lowest compared entry with this formula, charge and spin: 0.000 eV
E: -1859.24821 a.u.
Orbital gap: 9.04 eV

---

Q: Which formula does entry 3 have?
A: C16H14F6N2O4S

---

Copy entry 4 word for word.
The following is a quantum chemistry calculation of a structure of composition C16H14MnN4O3, from the OMol25 dataset.

The geometry in XYZ format:
```
38
Properties=species:S:1:pos:R:3
Mn -0.26855 -0.07278 0.59750
N 1.11594 0.44280 2.27355
C 2.35706 0.90733 1.61206
C 2.54087 0.17812 0.28071
O 3.64680 -0.13190 -0.09707
N 1.36935 -0.08899 -0.38893
C 1.39354 -1.28528 -1.22982
C 0.72490 -2.40237 -0.43813
O 0.79616 -3.57437 -0.62596
O -0.06300 -1.89350 0.57203
H 0.86323 1.05911 3.03894
H 1.29010 -0.46852 2.69276
H 3.24617 0.73126 2.21446
H 2.28624 1.98238 1.44279
H 2.40948 -1.55228 -1.51647
H 0.82060 -1.12208 -2.14612
C -4.34222 -1.65253 0.39523
C -2.95580 -1.54738 0.57783
N -2.33265 -0.38486 0.48541
C -3.04551 0.72956 0.18593
C -4.42264 0.71734 -0.01224
C -5.07175 -0.52815 0.10809
C -5.09281 1.94917 -0.32916
C -4.40068 3.10272 -0.44908
C -2.97433 3.13129 -0.27150
C -2.19069 4.29245 -0.41033
C -0.83043 4.21763 -0.25033
C -0.24676 2.98212 0.05298
N -0.95924 1.87982 0.20848
C -2.30603 1.94940 0.04387
H -4.81172 -2.62116 0.48380
H -2.32994 -2.40240 0.79912
H -6.14322 -0.58775 -0.03640
H -6.16465 1.93224 -0.47504
H -4.90722 4.02779 -0.69023
H -2.66633 5.23467 -0.65216
H -0.19942 5.08672 -0.36404
H 0.82626 2.88498 0.14698
```

Results
HOMO level (spin up / spin down): -12.09 / -12.33 eV
⟨S²⟩: 6.076
Multiplicity: 5
Total charge: +1
ΔE to the lowest compared entry with this formula, charge and spin: 0.000 eV
E: -2213.75353 a.u.
Orbital gap (spin up / spin down): 7.85 / 7.81 eV

---

Q: Look up the E of the fourth one.
A: -2213.75353 a.u.